79
Properties=species:S:1:pos:R:3:lowdin_charge:R:1 method="wB97M-V/def2-TZVPD" lumo_energy_ev="-11.4 / -12.6" charge=+4 s2=2.03 e_tot_ev=-81734.44042 orbital_gap_ev="7.09 / 6.15" e_above_lowest_kcal_mol=63.4 multiplicity=3 fmax_ev_per_a=1.0
H 2.23343 -2.68574 0.27670 0.05
H 3.72076 -0.85050 1.28297 0.11
C -1.70276 3.96058 -3.33333 0.03
N 1.52116 -2.40881 0.95103 -0.08
N -1.75514 -1.50951 3.96030 -0.05
C -3.20216 -1.19181 3.53661 -0.08
N 0.33466 2.78120 -1.65760 0.14
H 0.14395 -1.96843 3.09641 0.07
H -2.81969 1.14427 1.18467 0.11
C -1.82430 2.72323 -2.69494 -0.08
O 2.51654 -0.68300 -1.02545 -0.45
H -1.74547 -2.39291 4.47881 0.20
N -1.41261 0.87860 4.26651 -0.13
H 2.46509 -2.52156 -5.26929 0.18
O -0.87547 -2.01062 -3.51757 -0.06
C -2.73894 4.41853 -4.12231 0.00
H -3.52074 -1.98181 2.85592 0.15
H -0.80348 4.54532 -3.20213 0.13
C 2.05211 1.97975 1.39771 -0.29
H 1.80101 -1.01379 -4.99419 0.16
N -3.25508 0.09412 2.93656 -0.13
O 0.04971 -1.60726 -1.28189 -0.44
H 2.15200 -3.79442 2.30626 0.11
N -3.04923 0.72654 -2.23649 0.19
H 1.54183 -4.12404 -2.23931 0.10
H -3.80387 -1.21931 4.44570 0.16
H -2.20713 -0.72100 -1.06118 0.13
C 0.95808 2.36266 0.49210 -0.13
C -4.03873 2.42861 -3.66610 0.03
C -0.78418 2.17854 -1.85359 -0.27
H -4.70224 4.03448 -4.90620 0.14
N -0.99746 0.97234 -1.15661 -0.05
H 0.69357 -2.94586 0.70726 0.08
H 2.75540 -2.30057 2.52959 0.07
C -2.61672 0.16583 1.62701 -0.27
H -1.91647 -0.44157 5.78628 0.16
H 5.17157 0.41904 2.88379 0.14
H 0.21993 3.12183 0.74731 0.15
C -0.46625 1.09431 3.18318 -0.27
N 2.35488 0.69887 1.11993 -0.07
H -3.05109 -0.60281 0.98567 0.10
C -2.99112 1.97715 -2.87654 -0.15
H -3.84889 0.12909 -2.41261 0.19
O 0.65513 0.06953 -3.04062 -0.27
C -0.85246 -1.65548 2.76848 -0.23
O 3.76264 -2.74887 -1.21660 -0.10
H 0.55575 0.96748 3.54974 0.11
O 4.21817 -0.90388 -2.98167 -0.20
H -0.24579 -0.60356 5.17273 0.16
H -2.65540 5.37543 -4.61787 0.13
C -2.09695 0.28203 -1.45176 -0.16
P 0.36467 -1.36723 -2.79410 0.36
H -1.25511 -2.46335 2.15138 0.12
N 1.13633 2.08176 -0.80738 -0.11
H -3.43550 1.11235 4.74997 0.16
C -3.90002 3.65809 -4.28619 0.01
C 1.83010 -3.77071 -3.22830 -0.05
C 1.91404 -2.24915 -3.22945 -0.46
W 0.83242 0.09339 -0.29133 1.67
H 4.61464 -3.12937 -1.48266 0.13
P -0.78399 -0.08792 1.79251 1.02
N 2.38420 -1.75507 -4.59651 0.20
H -2.87537 2.10500 3.39891 0.15
C 3.47112 0.14500 1.61915 -0.07
C -2.79703 1.12464 3.86602 -0.11
H 4.52892 2.72901 3.52543 0.14
H 2.51158 3.78032 2.48813 0.15
H -0.56880 2.12069 2.82576 0.10
C 4.26673 0.86430 2.49439 0.02
H -0.97096 -1.99064 -4.47984 0.13
N 1.91203 -2.80512 2.28216 -0.02
H 1.08519 -4.12622 -3.94188 0.10
P 3.23967 -1.53352 -2.09780 0.43
H 3.33472 -1.33006 -4.43492 0.13
C 2.77971 2.75320 2.28079 0.05
C 3.90831 2.16330 2.84317 0.03
H -4.93865 1.84134 -3.79362 0.13
H 2.79199 -4.22460 -3.47099 0.11
C -1.27847 -0.38167 4.90379 -0.07